{"formula": "C57H76N3O12", "method": "ωB97M-V/def2-TZVPD", "symbols": ["C", "C", "C", "C", "C", "C", "C", "C", "C", "C", "C", "C", "C", "C", "C", "C", "C", "O", "C", "C", "C", "N", "C", "N", "O", "C", "C", "C", "C", "N", "C", "C", "H", "H", "H", "H", "H", "H", "H", "H", "H", "H", "H", "H", "H", "H", "H", "H", "H", "H", "H", "H", "H", "H", "H", "H", "H", "H", "H", "H", "H", "H", "H", "H", "H", "H", "H", "H", "H", "H", "H", "H", "H", "H", "H", "H", "H", "H", "H", "H", "H", "H", "H", "H", "H", "H", "H", "H", "C", "C", "C", "O", "C", "C", "C", "O", "H", "H", "H", "H", "C", "C", "C", "O", "C", "C", "C", "O", "H", "H", "H", "H", "C", "C", "C", "O", "C", "C", "C", "O", "H", "H", "H", "H", "C", "C", "C", "O", "C", "C", "C", "O", "H", "H", "H", "H", "C", "C", "C", "O", "C", "C", "C", "O", "H", "H", "H", "H"], "positions_angstrom": [[0.047, 2.516, 4.118], [-1.041, 3.291, 4.983], [-2.431, 2.554, 5.071], [-3.672, 3.553, 5.138], [-3.823, 4.152, 3.679], [-5.001, 5.183, 3.521], [-4.874, 6.159, 2.280], [-3.878, 5.690, 1.161], [-4.382, 4.452, 0.303], [-3.264, 3.303, 0.301], [-2.256, 3.644, -0.852], [-0.892, 2.840, -0.890], [0.255, 3.951, -1.036], [1.630, 3.389, -1.534], [2.752, 4.473, -1.769], [2.764, 5.677, -0.752], [4.176, 5.932, -0.075], [4.635, 4.843, 0.720], [3.784, 4.587, 1.837], [4.541, 4.464, 3.210], [-0.974, 1.899, -2.171], [0.004, 0.782, -2.134], [-0.259, -0.032, -0.990], [0.032, -1.320, -1.094], [-0.138, -2.160, -0.048], [1.106, -2.770, 0.408], [1.165, -2.530, 1.979], [2.369, -3.275, 2.668], [2.393, -4.823, 2.344], [-0.815, 0.494, 0.196], [-2.237, 0.112, 0.391], [-0.546, 1.944, 0.353], [0.944, 2.267, 4.751], [-0.340, 1.545, 3.706], [0.434, 3.137, 3.259], [-1.100, 4.334, 4.574], [-0.634, 3.370, 6.022], [-2.551, 1.947, 4.123], [-2.442, 1.811, 5.909], [-4.586, 2.939, 5.375], [-3.511, 4.365, 5.890], [-2.818, 4.538, 3.378], [-4.066, 3.272, 3.017], [-5.177, 5.768, 4.468], [-5.937, 4.571, 3.364], [-4.484, 7.144, 2.673], [-5.882, 6.393, 1.846], [-2.840, 5.474, 1.514], [-3.783, 6.554, 0.440], [-4.688, 4.735, -0.737], [-5.269, 4.024, 0.838], [-2.840, 3.312, 1.333], [-3.827, 2.359, 0.069], [-2.064, 4.750, -0.819], [-2.803, 3.468, -1.824], [-0.126, 4.684, -1.792], [0.308, 4.426, -0.015], [1.515, 2.835, -2.511], [2.071, 2.622, -0.831], [2.779, 4.894, -2.806], [3.739, 3.937, -1.642], [2.497, 6.608, -1.334], [2.022, 5.615, 0.079], [4.020, 6.822, 0.610], [4.919, 6.276, -0.839], [2.989, 5.378, 1.964], [3.216, 3.637, 1.608], [5.300, 5.276, 3.298], [3.773, 4.641, 4.016], [4.948, 3.433, 3.336], [-0.670, 2.564, -3.030], [-2.017, 1.547, -2.380], [-0.160, 0.164, -2.937], [0.409, -1.723, -1.959], [0.978, -3.882, 0.291], [2.021, -2.412, -0.120], [1.222, -1.411, 2.102], [0.207, -2.852, 2.476], [2.240, -3.172, 3.781], [3.310, -2.736, 2.370], [2.613, -5.428, 3.254], [3.121, -4.989, 1.511], [1.377, -5.136, 1.963], [-2.671, 0.741, 1.214], [-2.892, 0.253, -0.506], [-2.261, -0.940, 0.791], [-0.987, 2.267, 1.324], [0.572, 2.016, 0.498], [4.899, -7.011, -0.432], [4.631, -8.217, -0.932], [4.796, -9.439, -0.114], [4.554, -10.539, -0.569], [5.267, -9.271, 1.279], [5.535, -8.065, 1.778], [5.370, -6.843, 0.960], [5.612, -5.742, 1.416], [4.785, -6.106, -1.016], [4.286, -8.357, -1.946], [5.381, -10.176, 1.862], [5.881, -7.923, 2.794], [5.024, -10.188, -5.589], [4.757, -11.394, -6.089], [4.921, -12.617, -5.271], [4.679, -13.715, -5.727], [5.393, -12.449, -3.879], [5.661, -11.243, -3.380], [5.496, -10.021, -4.197], [5.738, -8.918, -3.741], [4.910, -9.283, -6.172], [4.410, -11.535, -7.105], [5.507, -13.354, -3.296], [6.006, -11.102, -2.366], [-2.436, -4.913, -0.480], [-1.326, -4.782, -1.203], [-0.946, -5.789, -2.217], [0.069, -5.666, -2.874], [-1.847, -6.949, -2.398], [-2.959, -7.080, -1.674], [-3.338, -6.071, -0.660], [-4.351, -6.186, -0.001], [-2.728, -4.184, 0.267], [-0.658, -3.941, -1.084], [-1.554, -7.676, -3.144], [-3.630, -7.922, -1.792], [-7.389, -1.492, -0.548], [-6.875, -0.620, 0.320], [-5.806, -1.017, 1.262], [-5.336, -0.223, 2.056], [-5.329, -2.417, 1.204], [-5.843, -3.290, 0.337], [-6.912, -2.892, -0.606], [-7.379, -3.683, -1.398], [-8.172, -1.219, -1.244], [-7.211, 0.407, 0.376], [-4.546, -2.689, 1.901], [-5.506, -4.319, 0.281], [-0.431, 8.856, -4.000], [-0.762, 10.133, -3.816], [0.246, 11.135, -3.402], [-0.055, 12.297, -3.233], [1.634, 10.664, -3.203], [1.965, 9.386, -3.387], [0.957, 8.385, -3.800], [1.259, 7.219, -3.970], [-1.155, 8.109, -4.302], [-1.773, 10.495, -3.959], [2.358, 11.410, -2.901], [2.975, 9.024, -3.245]], "forces_ev_per_angstrom": [[0.3, 0.1, 0.2], [0.6, -0.5, 0.1], [-0.2, 0.4, -0.6], [0.5, -0.8, -1.1], [-0.6, -0.4, 0.7], [-0.5, -0.4, -0.4], [0.9, 0.4, 0.6], [-0.7, 0.6, -1.5], [0.4, -0.6, 1.3], [-1.4, 1.0, -1.2], [-0.4, -0.3, 0.4], [-0.1, 0.3, -0.5], [-0.3, -1.2, -0.4], [0.6, 0.1, -0.2], [0.7, 0.0, 0.6], [0.6, 0.5, -0.3], [-1.4, 1.3, 0.1], [-0.1, 0.4, -0.1], [-0.8, -0.3, 0.6], [-0.9, 0.1, -0.4], [0.3, 1.9, -0.4], [-1.7, -1.9, 2.1], [-0.1, 1.1, -0.2], [0.1, 0.8, -0.4], [0.2, 0.0, 0.0], [0.2, -1.4, 2.3], [0.2, 0.5, -0.5], [-0.5, 0.1, 0.2], [-0.4, 0.7, -0.6], [0.3, 0.1, -2.0], [-0.7, -0.9, 1.3], [1.3, 0.5, -0.1], [-0.8, 0.2, -0.7], [0.2, 0.8, 0.4], [-0.5, -0.6, 0.8], [-0.3, -0.9, 0.5], [-0.4, 0.2, -0.8], [0.0, 0.5, 0.9], [0.1, 0.7, -0.6], [0.8, 0.8, 0.0], [-0.2, -0.7, -0.5], [-0.9, 0.0, 0.2], [0.4, 0.9, 0.5], [0.3, -0.5, -0.9], [0.9, 0.5, 0.3], [-0.3, -0.9, -0.5], [0.9, -0.4, 0.3], [-0.9, 0.3, 0.0], [0.1, -0.7, 0.8], [0.3, -0.3, 0.9], [0.5, 0.4, -0.6], [-0.1, -0.3, -1.0], [0.8, 0.6, 0.4], [0.0, -1.0, 0.1], [0.5, 0.3, 0.9], [0.4, -0.4, 0.7], [0.1, -0.2, -1.1], [-0.1, 0.6, 1.0], [-0.6, 0.8, -0.5], [-0.4, -0.5, 0.8], [-1.0, 0.5, -0.2], [0.3, -0.8, 0.7], [0.5, -0.2, -0.8], [0.2, -0.7, -0.6], [-0.3, -0.9, 0.7], [0.9, -0.5, -0.3], [0.5, 0.7, 0.4], [-0.4, -0.8, -0.1], [0.8, -0.3, -0.7], [0.1, 1.0, 0.0], [-0.4, -0.8, 0.7], [0.8, 0.1, 0.4], [0.6, 0.5, 0.0], [-0.2, 0.2, 0.4], [0.3, 1.1, -0.4], [-0.9, 0.0, 0.3], [0.1, -1.0, 0.2], [0.8, 0.2, -0.8], [0.2, 0.2, -1.1], [-0.7, -0.8, 0.4], [0.1, 0.5, -0.9], [-0.5, -0.2, 0.9], [1.0, 0.2, 0.5], [0.6, -0.5, -0.8], [0.7, -0.2, 0.6], [-0.2, 0.9, -0.7], [0.1, -0.2, -0.9], [-1.1, 0.0, -0.1], [-0.1, -0.2, -0.1], [-0.1, 0.3, 0.0], [0.0, -0.2, -0.1], [0.0, 0.2, 0.1], [0.1, 0.1, 0.2], [0.0, -0.2, 0.1], [0.1, 0.2, 0.0], [-0.1, -0.1, 0.0], [0.0, 0.0, 0.0], [0.0, 0.0, 0.0], [0.0, 0.0, 0.0], [0.0, 0.0, 0.0], [-0.1, -0.1, -0.2], [0.0, 0.3, -0.1], [-0.1, -0.3, -0.1], [0.0, 0.1, 0.0], [0.1, 0.2, 0.2], [0.1, -0.2, 0.0], [0.1, 0.1, 0.1], [0.0, -0.1, -0.1], [0.0, 0.0, 0.0], [0.0, 0.0, 0.0], [0.0, 0.0, 0.0], [0.0, 0.0, 0.0], [0.2, 0.2, 0.0], [-0.2, 0.0, 0.1], [0.2, -0.1, -0.2], [-0.1, 0.1, 0.1], [-0.2, -0.1, 0.1], [0.2, -0.1, -0.2], [-0.2, -0.2, 0.1], [0.1, 0.0, 0.0], [0.0, 0.0, 0.0], [-0.1, -0.1, 0.0], [0.0, 0.0, 0.0], [0.0, 0.0, 0.0], [0.0, 0.3, 0.1], [-0.1, 0.0, -0.2], [0.1, 0.1, 0.2], [0.1, 0.0, -0.2], [0.0, -0.1, -0.1], [0.2, 0.0, 0.2], [-0.2, -0.2, -0.2], [0.1, 0.1, 0.1], [0.0, 0.0, 0.0], [0.0, 0.0, 0.0], [0.0, 0.0, 0.1], [-0.1, 0.0, 0.0], [-0.2, 0.2, 0.0], [-0.1, -0.3, -0.1], [-0.1, 0.3, 0.0], [0.0, -0.2, 0.0], [0.2, -0.2, 0.0], [0.1, 0.2, 0.1], [0.1, -0.2, -0.1], [0.0, 0.0, 0.1], [0.0, 0.0, 0.0], [0.0, 0.0, 0.0], [0.0, 0.0, 0.0], [0.0, 0.0, 0.0]], "lowdin_charge": [-0.12, -0.24, -0.21, -0.19, -0.23, -0.19, -0.20, -0.22, -0.18, -0.20, -0.13, -0.36, -0.14, -0.19, -0.17, -0.17, -0.22, -0.17, -0.29, -0.07, -0.12, 0.10, -0.20, 0.09, -0.13, -0.14, -0.18, -0.23, -0.10, -0.06, -0.03, -0.09, 0.07, 0.06, 0.06, 0.10, 0.10, 0.09, 0.11, 0.12, 0.11, 0.09, 0.10, 0.11, 0.11, 0.11, 0.11, 0.09, 0.11, 0.11, 0.11, 0.08, 0.10, 0.12, 0.12, 0.13, 0.13, 0.10, 0.11, 0.11, 0.11, 0.11, 0.08, 0.13, 0.13, 0.11, 0.12, 0.08, 0.08, 0.07, 0.14, 0.13, 0.15, 0.19, 0.11, 0.15, 0.11, 0.12, 0.11, 0.11, 0.08, 0.06, 0.07, 0.09, 0.10, 0.10, 0.11, 0.13, 0.02, 0.02, -0.37, 0.10, 0.03, 0.02, -0.40, 0.09, 0.12, 0.11, 0.12, 0.12, 0.02, 0.02, -0.39, 0.11, 0.03, 0.02, -0.38, 0.08, 0.12, 0.12, 0.13, 0.10, 0.04, 0.02, -0.38, 0.11, 0.03, 0.04, -0.37, 0.10, 0.11, 0.08, 0.13, 0.13, 0.03, 0.02, -0.40, 0.08, 0.01, 0.03, -0.38, 0.13, 0.13, 0.12, 0.12, 0.09, 0.02, 0.03, -0.39, 0.12, 0.03, 0.02, -0.39, 0.08, 0.12, 0.12, 0.13, 0.12], "molar_mass_g_mol": 995.2, "orbital_gap_ev": 7.61, "total_charge": 1, "e_above_lowest_kcal_mol": 67.3}